No. 1
{"formula": "C42H43AsNO3OsP2S", "method": "ωB97M-V/def2-TZVPD", "mol_weight_g_mol": 969.0, "total_charge": 3, "homo_energy_ha": [-0.577, -0.610], "spin_multiplicity": 5, "s2": 6.0144, "energy_ev": -144579.281, "species": ["Os", "O", "S", "C", "C", "C", "C", "C", "C", "P", "C", "C", "C", "C", "C", "C", "C", "C", "C", "C", "C", "C", "C", "C", "C", "C", "C", "C", "P", "C", "C", "C", "C", "C", "C", "C", "C", "C", "C", "C", "C", "H", "H", "H", "H", "H", "H", "H", "H", "H", "H", "H", "H", "H", "H", "H", "H", "H", "H", "H", "H", "H", "H", "H", "H", "H", "H", "H", "H", "N", "C", "C", "C", "O", "O", "H", "H", "H", "H", "H", "H", "C", "As", "C", "C", "H", "H", "H", "H", "H", "H", "H", "H", "H"], "xyz": [[-0.25331, -0.35648, -0.44955], [2.39259, 1.52797, -0.60839], [0.95050, 1.63768, -0.38710], [0.24438, 2.77465, -1.55285], [0.97673, 3.88539, -1.94394], [0.40615, 4.76982, -2.84828], [-0.86841, 4.53372, -3.34987], [-1.57641, 3.39953, -2.97456], [-1.01956, 2.49924, -2.07244], [-1.84422, 0.94070, -1.64654], [-2.52154, 0.19873, -3.13015], [-3.77435, 0.57945, -3.61851], [-4.24127, 0.03308, -4.80296], [-3.46659, -0.88739, -5.49851], [-2.22003, -1.26582, -5.01629], [-1.74360, -0.72513, -3.83254], [-3.18090, 1.29743, -0.49423], [-4.23258, 0.38684, -0.35035], [-5.19366, 0.59317, 0.62663], [-5.10572, 1.69761, 1.46712], [-4.05855, 2.59963, 1.33038], [-3.09307, 2.40173, 0.35462], [0.61063, 2.33614, 1.21618], [0.66335, 3.70215, 1.45085], [0.46931, 4.16640, 2.74458], [0.22658, 3.27351, 3.78120], [0.17669, 1.90694, 3.53687], [0.37422, 1.42494, 2.24899], [0.32526, -0.35441, 1.88567], [1.96690, -1.01282, 2.23924], [3.03478, -0.14289, 2.46246], [4.30157, -0.65522, 2.70520], [4.51163, -2.02790, 2.71015], [3.45371, -2.89639, 2.46856], [2.18590, -2.39255, 2.23478], [-0.89239, -1.08045, 2.98778], [-0.53412, -1.81350, 4.11839], [-1.52356, -2.32612, 4.94674], [-2.86187, -2.10630, 4.65472], [-3.22179, -1.36110, 3.53652], [-2.24266, -0.84805, 2.70336], [1.97990, 4.04217, -1.56859], [0.96139, 5.63989, -3.17056], [-1.30371, 5.22518, -4.05828], [-2.54912, 3.20487, -3.40837], [-4.38501, 1.29247, -3.07795], [-5.20998, 0.32504, -5.18463], [-3.83671, -1.31085, -6.42231], [-1.61985, -1.97643, -5.56778], [-0.76110, -1.00640, -3.46534], [-4.32793, -0.45646, -1.02491], [-6.02408, -0.09412, 0.71791], [-5.86586, 1.86472, 2.21846], [-4.00445, 3.46779, 1.97308], [-2.28755, 3.11869, 0.24310], [0.83964, 4.40132, 0.64561], [0.50157, 5.22916, 2.94166], [0.07249, 3.64363, 4.78570], [-0.02225, 1.21857, 4.34893], [2.88370, 0.92902, 2.47602], [5.11828, 0.02053, 2.92259], [5.49533, -2.42434, 2.92607], [3.61328, -3.96582, 2.48263], [1.36646, -3.08369, 2.08031], [0.50642, -1.97842, 4.36347], [-1.24610, -2.89237, 5.82519], [-3.62781, -2.50738, 5.30441], [-4.26501, -1.17368, 3.32099], [-2.53191, -0.23411, 1.85247], [-1.57011, -2.06978, -0.36242], [-0.88010, -3.37284, -0.10067], [0.17181, -3.71588, -1.15187], [1.34048, -2.75140, -1.18165], [2.48376, -3.06749, -0.96208], [1.00155, -1.50001, -1.50228], [-2.25766, -1.92507, 0.38081], [-2.10143, -2.14731, -1.23190], [-1.62821, -4.16578, -0.07195], [-0.43645, -3.30141, 0.89246], [-0.28405, -3.73128, -2.14602], [0.55528, -4.71359, -0.94592], [5.64221, 0.28256, -0.51271], [4.56989, -1.20373, -1.11759], [5.63688, -2.79918, -1.11456], [3.98272, -0.81699, -2.90408], [6.21683, -0.01944, 0.35913], [4.99345, 1.12117, -0.27425], [6.31748, 0.55374, -1.32670], [6.53039, -2.60502, -1.71117], [5.05973, -3.61380, -1.54291], [5.92298, -3.03925, -0.09317], [4.87325, -0.67811, -3.52023], [3.39242, 0.09593, -2.88897], [3.39617, -1.64898, -3.28319]], "forces_ev_per_angstrom": [[0.04, 0.09, 0.05], [0.03, -0.03, -0.02], [-0.10, 0.02, 0.01], [-0.02, -0.04, 0.00], [0.02, 0.02, 0.01], [-0.02, -0.01, 0.00], [0.01, -0.01, 0.01], [0.01, 0.00, 0.00], [-0.01, 0.00, 0.02], [0.02, 0.00, -0.03], [-0.01, 0.03, 0.01], [0.00, 0.00, 0.01], [0.01, 0.00, 0.00], [0.00, 0.00, 0.01], [-0.01, 0.00, -0.01], [0.00, 0.00, 0.00], [0.02, -0.03, 0.00], [0.01, 0.01, -0.01], [0.00, 0.01, 0.01], [0.01, -0.01, 0.00], [0.00, 0.00, 0.00], [0.00, 0.01, 0.01], [0.00, -0.04, -0.03], [0.01, 0.01, -0.01], [-0.01, -0.03, 0.01], [0.01, 0.01, -0.03], [-0.02, 0.01, 0.00], [0.01, -0.04, 0.01], [-0.03, 0.00, -0.05], [0.03, 0.06, 0.01], [0.01, -0.01, 0.03], [0.00, 0.00, 0.02], [-0.01, 0.02, -0.01], [0.00, 0.00, 0.00], [-0.03, 0.01, 0.00], [0.04, -0.02, 0.00], [0.00, 0.01, -0.02], [-0.02, 0.01, 0.00], [0.02, 0.00, 0.00], [-0.01, 0.01, -0.01], [-0.02, -0.02, 0.00], [0.01, 0.00, 0.01], [0.01, 0.01, 0.00], [-0.01, 0.01, 0.00], [0.00, 0.00, 0.00], [-0.01, 0.00, 0.01], [-0.01, 0.00, 0.00], [0.00, 0.00, -0.01], [0.01, -0.01, -0.01], [0.01, 0.00, 0.00], [0.00, -0.01, -0.01], [-0.01, 0.00, 0.00], [0.00, 0.00, 0.00], [0.00, 0.01, 0.01], [0.00, 0.00, 0.00], [0.01, 0.02, -0.02], [0.00, 0.01, 0.00], [0.00, 0.00, 0.01], [0.00, -0.01, 0.00], [0.01, -0.01, 0.00], [0.01, 0.01, -0.01], [0.01, 0.00, 0.00], [0.00, -0.02, 0.00], [-0.01, 0.00, -0.01], [0.03, -0.01, -0.01], [0.00, -0.01, 0.00], [-0.01, -0.01, 0.00], [-0.02, 0.00, 0.00], [0.01, 0.04, 0.01], [-0.02, 0.00, -0.01], [0.00, -0.02, 0.00], [0.01, 0.00, 0.07], [-0.10, 0.02, -0.03], [0.06, -0.03, -0.08], [0.02, -0.02, -0.01], [0.03, -0.02, -0.04], [0.03, 0.01, 0.03], [0.01, 0.01, 0.00], [-0.02, -0.01, 0.01], [0.01, 0.00, 0.00], [0.00, 0.00, 0.00], [0.02, -0.02, -0.01], [-0.01, 0.02, 0.04], [0.00, 0.01, 0.00], [0.01, -0.01, 0.00], [-0.01, 0.00, 0.01], [-0.02, 0.01, 0.00], [0.01, -0.01, -0.01], [0.00, -0.01, 0.00], [-0.01, 0.01, 0.00], [0.00, 0.00, 0.00], [-0.01, 0.01, 0.00], [-0.01, 0.00, 0.00], [0.00, -0.01, 0.02]]}



No. 2
{"formula": "C27H31CoF8N2O4PS", "method": "ωB97M-V/def2-TZVPD", "mol_weight_g_mol": 721.5, "total_charge": -2, "homo_energy_ha": [0.045, 0.012], "spin_multiplicity": 2, "s2": 0.7773, "energy_ev": -119135.864, "species": ["Co", "F", "C", "C", "C", "C", "C", "F", "C", "C", "C", "C", "C", "C", "N", "H", "H", "H", "H", "H", "H", "F", "C", "F", "F", "S", "O", "O", "O", "O", "C", "C", "C", "P", "C", "C", "C", "C", "C", "C", "H", "H", "H", "H", "H", "H", "H", "H", "H", "H", "H", "H", "H", "H", "H", "H", "H", "H", "H", "H", "H", "F", "C", "F", "F", "C", "C", "C", "N", "C", "C", "H", "H", "H", "H"], "xyz": [[-0.86015, -0.04740, 0.79083], [1.55948, 4.32798, 2.80258], [0.56269, 3.76266, 2.08318], [0.50393, 2.32734, 1.92758], [-0.43511, 1.81809, 1.24634], [-1.46782, 2.58233, 0.62766], [-1.42872, 3.97824, 0.78142], [-2.37349, 4.79160, 0.23286], [-0.40756, 4.56372, 1.50398], [-2.53517, 1.84506, -0.11873], [-3.62208, 2.45499, -0.77205], [-4.56304, 1.67160, -1.42133], [-4.38698, 0.30822, -1.42900], [-3.27198, -0.22145, -0.79187], [-2.38062, 0.52041, -0.14652], [1.28040, 1.64287, 2.41606], [-0.37003, 5.65693, 1.62231], [-3.75924, 3.54324, -0.76672], [-5.43156, 2.13382, -1.92599], [-5.10538, -0.35630, -1.93782], [-3.08154, -1.31910, -0.77229], [-3.71149, -3.10141, 3.17890], [-3.38322, -2.43429, 2.04290], [-4.16592, -2.94286, 1.04438], [-3.81594, -1.18301, 2.22592], [-1.54923, -2.61557, 1.64646], [-0.84354, -2.08190, 2.79671], [-1.35685, -4.05837, 1.50557], [-1.27753, -1.84232, 0.33930], [-1.81512, -0.15931, 2.18282], [1.72719, 2.38189, -2.21790], [1.85535, 0.92456, -2.27005], [1.94401, 0.48654, -3.60666], [0.52471, 0.12370, -1.26570], [1.37669, -1.43829, -0.63154], [2.06094, -2.17062, -1.58700], [2.34963, -1.09432, 0.63789], [-0.98624, -0.04151, -2.37881], [-0.79128, -1.06716, -3.41110], [-1.51758, 1.21953, -2.92477], [2.62654, 2.86395, -2.75438], [1.72706, 2.73423, -1.12673], [0.76607, 2.75310, -2.71733], [2.85078, 0.71242, -1.75230], [1.02915, 0.84668, -4.20884], [2.04738, -0.66119, -3.68745], [2.87557, 0.95576, -4.10302], [0.47197, -2.13720, -0.23793], [3.01236, -1.58236, -1.97704], [1.34833, -2.45493, -2.46994], [2.43887, -3.15222, -1.11129], [3.21920, -0.43660, 0.32544], [2.80057, -2.08092, 1.10327], [1.70841, -0.52682, 1.50669], [-1.75376, -0.42854, -1.72848], [-0.00950, -0.78388, -4.20783], [-1.77388, -1.25040, -3.95883], [-0.48819, -2.04955, -2.90739], [-0.81185, 1.66315, -3.70419], [-1.69645, 1.96081, -2.07908], [-2.50610, 1.01240, -3.43715], [4.71929, -3.39001, 3.50782], [4.03649, -2.34355, 4.05196], [3.62802, -2.75695, 5.28219], [4.96732, -1.36168, 4.27743], [2.90947, -1.86785, 3.21050], [2.55611, -2.40425, 2.01198], [1.39421, -1.81561, 1.26336], [0.60607, -0.69970, 1.77175], [1.01398, -0.19772, 2.99237], [2.16493, -0.80493, 3.70575], [3.13928, -3.29624, 1.55782], [1.06153, -2.22515, 0.23595], [0.42177, 0.68015, 3.40807], [2.44840, -0.36453, 4.69704]], "forces_ev_per_angstrom": [[3.15, 2.74, -0.75], [-0.10, 0.13, -0.09], [-0.74, -1.99, -0.59], [6.22, 4.20, 3.96], [-6.26, -3.77, -4.46], [-0.59, 1.24, -0.17], [0.05, -2.00, -0.22], [0.12, 0.30, 0.09], [0.76, 1.35, 0.64], [-0.03, 1.27, 0.70], [-0.58, 0.55, 0.16], [-0.24, 0.85, -0.01], [-0.23, -1.08, -0.23], [-1.14, -1.06, 0.47], [-1.12, 1.24, 0.38], [-0.69, 1.89, -0.97], [-0.03, -0.56, -0.05], [0.26, -0.69, 0.08], [0.59, -0.26, 0.34], [0.51, 0.32, 0.37], [-0.26, 1.03, 0.04], [0.52, -0.16, -0.57], [-0.96, 1.15, 0.24], [0.36, -0.29, 0.01], [-0.61, -1.38, -0.14], [1.77, 0.52, 2.65], [-1.17, -3.56, -0.28], [-0.95, 0.71, -1.10], [-1.07, -2.88, 0.66], [-1.91, 1.90, 1.23], [-0.08, 3.45, 0.62], [1.02, -0.23, 3.62], [0.73, -1.80, -5.07], [-0.78, -0.21, 1.44], [-1.89, 7.30, -6.80], [3.12, -3.03, -4.43], [2.72, 6.41, -12.65], [1.58, -1.01, -0.12], [0.23, -2.22, -2.28], [-0.32, 2.21, -0.79], [-1.27, -0.44, 0.68], [-0.10, -0.25, -1.55], [1.33, -0.38, 0.70], [-1.21, -0.19, -0.24], [1.51, -0.66, 0.69], [-0.23, 1.91, -0.19], [-1.22, -0.67, 0.43], [-3.33, 2.83, -5.78], [-1.66, -1.33, 0.60], [1.64, 0.27, 1.34], [-0.21, 1.04, -0.77], [-0.40, -1.35, 1.03], [7.07, 0.66, -4.86], [0.71, 4.69, -1.03], [1.05, -0.31, -0.40], [-1.35, -0.69, 1.20], [0.97, 0.02, 0.43], [-0.45, 1.20, -0.96], [-1.00, -0.36, 0.94], [0.46, -0.74, -1.70], [0.94, 0.33, 0.46], [0.01, 0.18, 0.19], [-0.77, 0.26, -1.09], [0.41, 0.01, 0.21], [0.21, -0.26, 0.38], [1.29, 0.21, 2.15], [-0.33, -7.53, 6.88], [-2.98, -6.11, 9.51], [-1.71, 0.93, 2.85], [1.55, -1.69, 3.48], [-3.16, 3.02, 0.17], [-1.71, -0.17, 1.51], [1.68, -4.47, 8.21], [0.76, -2.18, -0.35], [-0.44, -0.34, -1.07]]}



No. 3
{"formula": "H4O2", "method": "ωB97M-V/def2-TZVPD", "smiles": "O.O", "mol_weight_g_mol": 36.0, "total_charge": 0, "homo_energy_ha": -0.397, "spin_multiplicity": 1, "energy_ev": -4159.507, "species": ["O", "H", "H", "O", "H", "H"], "xyz": [[-1.07570, -0.25576, -0.50909], [-0.36186, -0.46863, -1.11019], [-1.08082, -0.97552, 0.12191], [1.02125, 0.48081, 0.16425], [0.10496, 0.72917, 0.28652], [1.39216, 0.48994, 1.04662]], "forces_ev_per_angstrom": [[-1.90, -0.27, -0.57], [0.22, -0.09, -0.13], [-0.03, -0.24, 0.09], [1.64, 0.44, 0.57], [-0.34, 0.09, -0.09], [0.41, 0.08, 0.13]]}